(1)
{"formula": "C38H48BrCsF3N12O12PS2", "method": "ωB97M-V with the def2-TZVPD basis set", "relative_energy_kj_mol": 90.1, "homo_energy_ev": -4.08, "charge": -2, "orbital_gap_ev": 7.25, "fmax_ev_per_a": 3.0, "total_energy_ha": -7068.51828, "symbols": ["Cs", "O", "C", "O", "C", "C", "C", "C", "C", "N", "C", "O", "O", "H", "H", "H", "H", "H", "N", "N", "H", "H", "H", "H", "C", "N", "C", "N", "C", "N", "C", "P", "C", "C", "H", "H", "H", "H", "H", "H", "H", "H", "H", "H", "H", "H", "N", "C", "C", "C", "C", "C", "C", "S", "O", "O", "O", "H", "H", "H", "H", "H", "H", "N", "C", "C", "C", "C", "C", "C", "H", "H", "H", "H", "H", "H", "H", "Br", "C", "C", "C", "C", "C", "C", "C", "O", "O", "H", "H", "H", "H", "F", "C", "F", "F", "S", "O", "O", "O", "C", "C", "C", "C", "N", "C", "N", "N", "N", "H", "H", "H", "H", "H", "H", "H", "H", "H", "H"], "xyz": [[0.5663, 1.2084, 1.5057], [0.1259, -3.4119, -1.2316], [-0.4603, -2.6147, -0.3774], [-0.8253, -1.4928, -0.6344], [-0.6077, -3.2195, 0.9952], [-0.5854, -4.5928, 1.1927], [-0.7056, -5.0710, 2.4886], [-0.7985, -4.1646, 3.5301], [-0.7653, -2.8099, 3.2229], [-0.7020, -2.3433, 1.9852], [-0.7720, -1.7939, 4.3404], [0.2293, -0.9306, 4.3298], [-1.6262, -1.7962, 5.1934], [0.4343, -2.8449, -2.0403], [-0.4775, -5.2568, 0.3483], [-0.7091, -6.1362, 2.6819], [-0.8810, -4.4783, 4.5615], [0.9020, -1.1323, 3.6085], [3.1052, 1.0044, -1.9258], [1.7466, 1.1200, -2.3722], [3.6376, 1.8472, -2.1294], [3.0786, 0.8917, -0.9120], [1.7388, 1.0949, -3.3855], [1.3358, 2.0042, -2.0829], [-5.2318, 2.7170, 3.4136], [-4.2101, 3.7504, 3.5372], [-3.7880, 3.8332, 4.9306], [-3.3311, 2.5657, 5.4927], [-4.3912, 1.5786, 5.3200], [-4.8386, 1.4114, 3.9409], [-3.7713, 0.8227, 3.1189], [-2.2099, 1.8488, 3.0016], [-3.0670, 3.4788, 2.6543], [-2.0843, 2.1263, 4.8503], [-5.4883, 2.6068, 2.3579], [-6.1200, 3.0489, 3.9617], [-4.6423, 4.1761, 5.5237], [-2.9823, 4.5657, 5.0090], [-5.2515, 1.8977, 5.9175], [-4.0379, 0.6148, 5.6928], [-4.1505, 0.6533, 2.1117], [-3.5001, -0.1474, 3.5462], [-3.4098, 3.4868, 1.6211], [-2.3372, 4.2802, 2.7750], [-1.3121, 2.8767, 5.0211], [-1.7525, 1.1957, 5.3184], [1.1941, -1.7836, -2.9958], [0.6468, -1.4196, -4.2607], [-0.3034, -0.4082, -4.3048], [-0.8881, -0.0479, -5.5056], [-0.5347, -0.7045, -6.6798], [0.4082, -1.7186, -6.6334], [0.9994, -2.0790, -5.4275], [-1.1691, -0.0865, -8.2430], [-0.3599, 1.1031, -8.4702], [-0.9334, -1.1663, -9.1902], [-2.5738, 0.1949, -7.9805], [2.1268, -2.1793, -3.0562], [1.2436, -0.9780, -2.3719], [-0.5526, 0.0937, -3.3786], [-1.6297, 0.7397, -5.5623], [0.6640, -2.2238, -7.5555], [1.7301, -2.8800, -5.3877], [3.8120, -1.9962, -1.3972], [5.0460, -2.5308, -1.7127], [5.7260, -2.1060, -2.8607], [6.9350, -2.6784, -3.2150], [7.5009, -3.6867, -2.4437], [6.8312, -4.1093, -1.3027], [5.6212, -3.5425, -0.9376], [3.6499, -1.0495, -1.7248], [3.4876, -2.1259, -0.4508], [5.2910, -1.3201, -3.4670], [7.4405, -2.3363, -4.1101], [8.4476, -4.1294, -2.7239], [7.2579, -4.8901, -0.6846], [5.1078, -3.8772, -0.0435], [6.9148, 2.7990, 2.3663], [5.8259, 1.4011, 3.0553], [6.1242, 0.8684, 4.2985], [5.3242, -0.1499, 4.7987], [4.2448, -0.6181, 4.0648], [3.9580, -0.0716, 2.8208], [4.7582, 0.9427, 2.3083], [2.7809, -0.5844, 2.0089], [2.6165, -0.1036, 0.8689], [2.0458, -1.4540, 2.5415], [6.9642, 1.2469, 4.8645], [5.5480, -0.5741, 5.7693], [3.6075, -1.4065, 4.4408], [4.5280, 1.3609, 1.3393], [2.6571, 5.7338, 2.2246], [2.3487, 4.6013, 2.8650], [2.5566, 4.7971, 4.1697], [3.2111, 3.6577, 2.4540], [0.6013, 4.1090, 2.5518], [0.5813, 3.8343, 1.1266], [-0.1438, 5.2507, 3.0062], [0.4846, 2.9015, 3.3517], [-5.9379, 0.7954, -4.3077], [-4.7496, -0.0936, -3.9500], [-5.1156, -1.1064, -2.8686], [-3.5148, 0.7181, -3.5450], [-3.5779, 1.2763, -2.2010], [-2.9510, 0.8777, -1.0886], [-3.3448, 1.6404, -0.0970], [-4.2257, 2.5130, -0.6306], [-4.3751, 2.3024, -1.8880], [-6.8018, 0.1815, -4.5676], [-5.7052, 1.4310, -5.1637], [-6.2099, 1.4391, -3.4704], [-4.4416, -0.6382, -4.8471], [-5.4638, -0.6018, -1.9641], [-4.2627, -1.7340, -2.6005], [-5.9197, -1.7563, -3.2154], [-3.3460, 1.5387, -4.2422], [-2.6450, 0.0695, -3.5568], [-2.2494, 0.0584, -1.0222]]}


(2)
{"formula": "C38H48N3O2PTi", "method": "ωB97M-V with the def2-TZVPD basis set", "spin_multiplicity": 2, "relative_energy_kj_mol": 102.7, "homo_energy_ev": [-10.18, -10.17], "s_squared": 0.757, "charge": 1, "orbital_gap_ev": [6.97, 7.06], "fmax_ev_per_a": 0.5, "total_energy_ha": -2982.28332, "symbols": ["Ti", "C", "C", "N", "C", "C", "C", "C", "C", "C", "C", "N", "C", "C", "C", "C", "C", "C", "C", "C", "N", "C", "H", "H", "H", "H", "H", "H", "H", "H", "H", "H", "H", "H", "C", "O", "C", "O", "H", "H", "H", "C", "C", "C", "C", "C", "C", "P", "C", "C", "C", "C", "C", "C", "C", "C", "C", "C", "C", "C", "H", "H", "H", "H", "H", "H", "H", "H", "H", "H", "H", "H", "H", "H", "H", "H", "H", "H", "H", "H", "H", "H", "H", "H", "H", "H", "H", "H", "H", "H", "H", "H", "H"], "xyz": [[1.0599, 0.8363, -0.2388], [1.2978, 4.8405, -2.2063], [1.0948, 3.4594, -2.0833], [1.6814, 2.7297, -1.1600], [2.5226, 3.3412, -0.2641], [2.7465, 4.7326, -0.2883], [2.1125, 5.4732, -1.3087], [3.5839, 5.3106, 0.6922], [4.1465, 4.5120, 1.6457], [3.9348, 3.1168, 1.6597], [3.1583, 2.5093, 0.7034], [2.8698, 1.1570, 0.5467], [3.8421, 0.1753, 0.4784], [5.0665, 0.1275, 1.1055], [5.9625, -0.9369, 0.8773], [5.6633, -1.9607, 0.0262], [4.4230, -1.9487, -0.6481], [4.0384, -2.9324, -1.5801], [2.8401, -2.8254, -2.2318], [2.0061, -1.7420, -1.9395], [2.3119, -0.8116, -1.0557], [3.5187, -0.8924, -0.4098], [0.7990, 5.3839, -2.9961], [0.4208, 2.9444, -2.7587], [2.2769, 6.5428, -1.3644], [3.7584, 6.3787, 0.6805], [4.7688, 4.9483, 2.4162], [4.3666, 2.5332, 2.4586], [5.3639, 0.9098, 1.7851], [6.9122, -0.9322, 1.3966], [6.3586, -2.7713, -0.1477], [4.7085, -3.7599, -1.7826], [2.5275, -3.5555, -2.9651], [1.0602, -1.6287, -2.4537], [-0.6562, 3.7102, 1.2726], [-0.3734, 2.3933, 0.7834], [0.2992, 1.4504, 1.6504], [0.3201, 1.5991, 2.8276], [-0.6500, 3.6977, 2.3609], [0.0975, 4.4092, 0.9069], [-1.6376, 4.0062, 0.9071], [-5.0403, 0.8379, 1.6042], [-4.0518, 0.3068, 2.6592], [-2.6229, 0.2309, 2.0978], [-2.6917, -0.2065, 0.6293], [-3.2830, 0.9580, -0.1980], [-4.3164, 1.7536, 0.6205], [-1.1062, -0.7739, -0.1039], [-0.5448, -2.3223, 0.7333], [0.4074, -2.0128, 1.9064], [0.7209, -3.3099, 2.6471], [-0.5367, -3.8639, 3.3420], [-1.8306, -3.4432, 2.6272], [-1.6321, -3.3552, 1.1164], [-1.5372, -1.3497, -1.8129], [-2.8823, -2.0699, -2.0319], [-3.3245, -1.9933, -3.5036], [-2.1191, -2.0311, -4.4358], [-1.2677, -0.7603, -4.2681], [-1.3480, -0.2117, -2.8300], [-5.8657, 1.3618, 2.0862], [-5.4885, 0.0074, 1.0498], [-4.3697, -0.6814, 3.0021], [-4.0518, 0.9584, 3.5352], [-2.0126, -0.4305, 2.7067], [-2.1523, 1.2118, 2.1535], [-3.3625, -1.0692, 0.5690], [-3.7541, 0.5702, -1.1032], [-2.4791, 1.6295, -0.5152], [-5.0203, 2.2433, -0.0533], [-3.8160, 2.5492, 1.1797], [0.0791, -2.7741, -0.0465], [-0.0227, -1.2860, 2.5969], [1.3255, -1.5559, 1.5236], [1.5188, -3.1516, 3.3729], [1.1010, -4.0375, 1.9221], [-0.5717, -3.5160, 4.3755], [-0.4750, -4.9531, 3.3839], [-2.1664, -2.4749, 3.0049], [-2.6321, -4.1479, 2.8519], [-2.5805, -3.1356, 0.6255], [-1.3228, -4.3372, 0.7471], [-0.7516, -2.0871, -2.0089], [-3.6659, -1.6502, -1.4040], [-2.7732, -3.1138, -1.7330], [-3.8825, -1.0679, -3.6778], [-4.0107, -2.8118, -3.7214], [-2.4326, -2.1330, -5.4746], [-1.5213, -2.9194, -4.2076], [-1.6020, 0.0092, -4.9664], [-0.2284, -0.9785, -4.5286], [-2.1730, 0.4976, -2.7370], [-0.4349, 0.3596, -2.6065]]}


(3)
{"formula": "C38H49BCaN12O5S5", "method": "ωB97M-V with the def2-TZVPD basis set", "relative_energy_kj_mol": 32.0, "homo_energy_ev": -6.05, "orbital_gap_ev": 5.59, "fmax_ev_per_a": 1.2, "total_energy_ha": -5204.44380, "symbols": ["Ca", "C", "C", "N", "C", "C", "C", "C", "C", "C", "C", "C", "C", "N", "C", "H", "H", "H", "H", "H", "H", "H", "H", "O", "C", "C", "C", "C", "C", "C", "C", "O", "N", "N", "C", "S", "C", "C", "S", "H", "H", "H", "H", "H", "H", "H", "H", "H", "C", "N", "C", "C", "N", "B", "N", "C", "C", "N", "C", "C", "S", "C", "S", "H", "H", "H", "H", "H", "H", "H", "H", "H", "H", "H", "H", "N", "C", "C", "C", "C", "N", "C", "N", "N", "C", "O", "O", "H", "H", "H", "H", "H", "H", "H", "H", "H", "H", "H", "H", "H", "H", "C", "S", "C", "O", "H", "H", "H", "H", "H", "H"], "xyz": [[-0.1106, 0.6322, 0.3633], [-3.1595, 1.6921, -3.2624], [-2.5723, 1.6791, -1.9880], [-1.2743, 1.6473, -1.7837], [-0.4645, 1.6473, -2.8649], [-0.9510, 1.6806, -4.1785], [-2.3449, 1.6868, -4.3602], [-0.0397, 1.7342, -5.2883], [1.2900, 1.8030, -5.0897], [1.8282, 1.7943, -3.7575], [3.2036, 1.9361, -3.5016], [3.6516, 1.9529, -2.2058], [2.7217, 1.7652, -1.1700], [1.4350, 1.5886, -1.3877], [0.9711, 1.6602, -2.6539], [-4.2366, 1.7010, -3.3544], [-3.1940, 1.6959, -1.1004], [-2.7536, 1.6955, -5.3635], [-0.4508, 1.7426, -6.2905], [1.9757, 1.8759, -5.9251], [3.8891, 2.0591, -4.3326], [4.6946, 2.1100, -1.9655], [3.0358, 1.7544, -0.1325], [0.2520, -2.7021, -2.8013], [-0.9121, -3.3899, -2.6143], [-1.1142, -4.5584, -3.3377], [-2.2868, -5.2753, -3.1777], [-3.2662, -4.8253, -2.2997], [-3.0550, -3.6592, -1.5853], [-1.8780, -2.9260, -1.7192], [-1.6520, -1.6637, -0.9494], [-0.5617, -1.0120, -1.2228], [-2.5815, -1.3390, -0.1055], [-2.3978, -0.0993, 0.5298], [-3.4902, 0.3147, 1.0508], [-5.0010, -0.5763, 0.9176], [-5.9225, 0.5901, 1.9559], [-5.3970, 1.9806, 1.6600], [-3.5928, 1.8940, 1.8056], [0.1345, -1.8988, -2.1908], [-0.3465, -4.8830, -4.0297], [-2.4389, -6.1843, -3.7459], [-4.1876, -5.3788, -2.1777], [-3.8015, -3.2864, -0.8968], [-5.7675, 0.3403, 3.0053], [-6.9805, 0.4907, 1.7138], [-5.7421, 2.7073, 2.3948], [-5.6918, 2.3094, 0.6622], [-2.0050, 4.9557, -0.8453], [-2.1396, 4.8078, 0.5853], [-3.1868, 5.2972, 1.3352], [-2.8837, 5.0351, 2.6228], [-1.6596, 4.4047, 2.6769], [-1.0833, 4.0791, 4.1444], [0.1206, 3.1207, 4.1636], [1.4356, 3.5321, 4.2917], [2.2165, 2.4431, 4.4231], [1.3717, 1.3497, 4.3770], [1.7492, -0.0371, 4.5242], [0.0999, 1.7691, 4.1927], [-1.2241, 0.7211, 3.9792], [-1.1998, 4.2715, 1.4202], [0.2656, 3.5650, 0.8823], [-2.8651, 4.5159, -1.3527], [-1.0970, 4.4361, -1.1440], [-1.9265, 6.0100, -1.1140], [-4.0412, 5.7712, 0.8852], [-3.4350, 5.2360, 3.5243], [-2.0232, 3.5913, 4.7197], [-0.7415, 5.1355, 4.6332], [1.6929, 4.5746, 4.2596], [3.2812, 2.3262, 4.5015], [2.8015, -0.0806, 4.7859], [1.5870, -0.5647, 3.5840], [1.1344, -0.4967, 5.2992], [2.3307, -1.7367, -0.3451], [3.4049, -1.1554, 0.4479], [4.2077, -2.2666, 1.1264], [4.4888, -3.4778, 0.2348], [5.2969, -3.2232, -1.0420], [4.6836, -2.3703, -2.0714], [3.5008, -2.6073, -2.6294], [2.9694, -3.8281, -2.6301], [2.9005, -1.6503, -3.3601], [2.9604, -0.0819, 1.4707], [3.8122, 0.3254, 2.2567], [1.7559, 0.3095, 1.3606], [1.7118, -0.9919, -0.6549], [1.7112, -2.2573, 0.2783], [4.0803, -0.6140, -0.2323], [3.6392, -2.6136, 1.9954], [5.1327, -1.8475, 1.5234], [3.5472, -3.9745, -0.0039], [5.0742, -4.2044, 0.8065], [5.5769, -4.1700, -1.5104], [6.2342, -2.7290, -0.7862], [4.9819, -1.4083, -2.0887], [3.3694, -4.5071, -2.0068], [1.9516, -3.8461, -2.7184], [3.0911, -0.6870, -3.1161], [1.9453, -1.8368, -3.6313], [0.0342, -3.4726, 3.6843], [-0.7703, -3.1690, 2.1113], [-2.2763, -2.4830, 2.7756], [0.0258, -2.0415, 1.5087], [-0.4890, -4.2652, 4.2193], [0.0343, -2.5453, 4.2589], [1.0544, -3.7842, 3.4665], [-2.6591, -3.1622, 3.5379], [-2.9894, -2.3952, 1.9591], [-2.0337, -1.5050, 3.2008]]}